Entry 1:
ORCA calculation (the ωB97M-V functional and the def2-TZVPD basis) on the molecule C4H7NO2 in a non-equilibrium geometry.

E: -361.7860 Eh
largest force on an atom: 3.7 eV/A
frontier orbital gap: 0.3857 Eh
SMILES: O=C1CNC[C@@H]1O
HOMO level: -9.8 eV
net charge: 0

Atoms and positions in Å:
1 O -1.42 0.34 -1.75
2 C -0.53 0.25 -0.94
3 C 0.86 -0.21 -1.23
4 N 1.51 -0.49 0.06
5 C 0.40 -0.59 1.06
6 C -0.71 0.35 0.57
7 O -1.99 -0.03 0.98
8 H 0.69 -1.24 -1.74
9 H 1.53 0.34 -1.89
10 H 1.55 -1.41 -0.43
11 H 0.73 -0.36 2.08
12 H 0.00 -1.61 1.06
13 H -0.48 1.39 0.88
14 H -2.60 0.23 0.27

Mulliken population analysis, charges in e, atoms 1 to 8: O -0.583; C 0.399; C -0.611; N -0.464; C -0.608; C 0.235; O -0.533; H 0.260


Entry 2:
ORCA calculation (the ωB97M-V functional and the def2-TZVPD basis) on C37H85BF4I2N4O9P as an isolated structure in a non-equilibrium geometry.

E: -3717.5598 Eh
largest force on an atom: 5.9 eV/A
frontier orbital gap: 0.2855 Eh
HOMO level: -10.8 eV
net charge: +1

Atoms and positions in Å:
1 C -2.57 -3.55 1.52
2 C -3.17 -2.30 2.31
3 C -2.04 -1.32 2.91
4 C -1.02 -0.84 1.73
5 O -0.23 0.24 2.17
6 N 0.36 1.13 1.30
7 B 0.72 0.42 -0.02
8 O 1.46 -0.81 -0.13
9 O 0.34 0.81 -1.34
10 C 0.03 -0.26 -2.24
11 C 1.65 1.42 2.10
12 I 3.06 2.00 0.45
13 C 2.46 0.35 2.88
14 C 3.12 -1.02 2.44
15 C 2.12 -2.31 2.46
16 C 4.24 -1.09 1.34
17 C 1.31 2.64 3.16
18 C 1.59 2.34 4.71
19 C 1.11 3.33 5.81
20 F 1.99 4.45 6.06
21 C 2.37 3.86 2.99
22 N 3.78 3.56 3.25
23 C 4.66 4.51 2.50
24 C -0.19 3.16 2.73
25 P -1.72 2.51 3.79
26 N -1.32 1.26 4.94
27 O -2.29 3.69 4.92
28 C -0.48 4.70 2.83
29 F -1.81 5.05 2.50
30 F 0.27 5.62 2.09
31 F -0.23 5.27 4.10
32 C -0.46 2.42 1.26
33 C -0.11 3.50 0.14
34 N -0.98 4.62 -0.17
35 C -2.03 2.16 0.93
36 C -2.47 1.62 -0.48
37 C -2.55 2.51 -1.77
38 I -4.62 1.06 -0.16
39 H -2.01 -3.14 0.61
40 H -1.89 -4.17 2.17
41 H -3.44 -4.16 1.12
42 H -3.71 -1.66 1.52
43 H -3.96 -2.56 3.08
44 H -1.49 -1.76 3.79
45 H -2.61 -0.36 3.17
46 H -1.78 -0.65 0.89
47 H -0.49 -1.83 1.50
48 H 0.92 -1.61 -0.04
49 H 0.95 -0.74 -2.70
50 H -0.60 0.12 -3.11
51 H -0.59 -1.09 -1.76
52 H 3.34 0.92 3.34
53 H 1.78 -0.09 3.69
54 H 3.74 -1.29 3.38
55 H 2.56 -3.16 3.07
56 H 1.17 -2.02 2.99
57 H 1.98 -2.74 1.42
58 H 4.92 -0.17 1.40
59 H 4.94 -1.97 1.60
60 H 3.92 -1.27 0.28
61 H 1.17 1.33 5.06
62 H 2.70 2.15 4.94
63 H 1.21 2.75 6.80
64 H 0.02 3.62 5.81
65 H 2.33 4.34 1.96
66 H 2.10 4.74 3.67
67 H 4.03 3.65 4.24
68 H 4.45 5.55 2.90
69 H 5.76 4.28 2.69
70 H 4.46 4.50 1.39
71 H -0.73 0.51 4.59
72 H -1.04 1.62 5.86
73 H -2.78 3.20 5.61
74 H 0.89 3.96 0.49
75 H 0.19 3.11 -0.89
76 H -0.64 5.09 -1.01
77 H -1.98 4.57 -0.09
78 H -2.49 1.34 1.59
79 H -2.67 3.07 1.19
80 H -2.06 0.60 -0.79
81 H -1.49 2.66 -2.18
82 H -3.09 1.91 -2.58
83 H -3.10 3.49 -1.66
84 C 3.68 -0.57 -5.98
85 C 3.27 -1.32 -4.72
86 C 4.39 -2.20 -4.21
87 O 2.12 -2.12 -5.00
88 H 3.92 -1.27 -6.79
89 H 2.86 0.05 -6.34
90 H 4.55 0.07 -5.80
91 H 2.98 -0.60 -3.95
92 H 4.66 -2.96 -4.96
93 H 4.08 -2.74 -3.31
94 H 5.28 -1.62 -3.97
95 H 2.36 -2.76 -5.68
96 C -7.60 -3.09 0.95
97 C -7.85 -2.28 -0.32
98 C -6.88 -2.68 -1.42
99 O -7.71 -0.89 -0.03
100 H -6.59 -2.91 1.33
101 H -8.30 -2.79 1.74
102 H -7.72 -4.16 0.77
103 H -8.87 -2.44 -0.66
104 H -5.84 -2.49 -1.12
105 H -7.06 -2.09 -2.32
106 H -6.98 -3.74 -1.67
107 H -6.80 -0.75 0.27
108 C 4.15 -6.94 1.16
109 C 2.92 -6.59 1.98
110 C 1.76 -7.52 1.66
111 O 2.54 -5.24 1.71
112 H 3.95 -6.84 0.09
113 H 4.98 -6.26 1.40
114 H 4.48 -7.97 1.36
115 H 3.16 -6.66 3.05
116 H 1.48 -7.43 0.60
117 H 0.88 -7.25 2.24
118 H 2.01 -8.56 1.87
119 H 2.33 -5.17 0.77
120 C 0.29 8.46 -4.12
121 C 0.44 6.95 -3.98
122 C 0.05 6.24 -5.27
123 O -0.38 6.49 -2.91
124 H -0.75 8.73 -4.33
125 H 0.56 8.96 -3.19
126 H 0.92 8.85 -4.92
127 H 1.48 6.71 -3.73
128 H -1.00 6.44 -5.52
129 H 0.15 5.16 -5.15
130 H 0.67 6.56 -6.11
131 H -1.30 6.70 -3.13
132 C -1.32 -5.49 -3.80
133 C -1.57 -4.65 -5.04
134 C -0.64 -5.03 -6.18
135 O -1.39 -3.27 -4.72
136 H -0.29 -5.35 -3.44
137 H -1.99 -5.19 -2.99
138 H -1.47 -6.55 -4.01
139 H -2.61 -4.77 -5.36
140 H 0.40 -4.88 -5.89
141 H -0.83 -4.41 -7.05
142 H -0.77 -6.08 -6.46
143 H -0.47 -3.15 -4.44

Mulliken population analysis, charges in e, atoms 1 to 8: C -0.908; C -0.445; C -0.309; C -0.197; O 0.605; N 1.761; B 0.068; O -0.382


Entry 3:
ORCA calculation (the ωB97M-V functional and the def2-TZVPD basis) on a 8-piece molecular cluster, C48H114N7O18 overall in a non-equilibrium geometry.

E: -3632.7347 Eh
largest force on an atom: 6.3 eV/A
frontier orbital gap: 0.2772 Eh
HOMO level: -17.2 eV
net charge: +5

Atoms and positions in Å:
1 C -0.02 -0.55 1.97
2 C -0.65 -1.14 0.97
3 C -0.88 -0.47 -0.34
4 O -1.53 -0.97 -1.32
5 C -0.47 0.81 -0.60
6 C 0.30 1.55 0.38
7 C 0.50 0.83 1.92
8 O 1.12 1.41 2.80
9 O 0.81 2.63 0.03
10 O -1.01 -2.35 1.16
11 H 0.11 -1.14 2.86
12 H -0.68 1.21 -1.58
13 C -1.57 -4.46 -5.49
14 O -0.58 -4.64 -4.50
15 C 0.35 -5.65 -4.90
16 C 1.79 -5.30 -4.54
17 N 1.79 -4.96 -3.04
18 H 1.16 -4.18 -2.97
19 H 1.30 -5.73 -2.60
20 C 3.11 -4.49 -2.34
21 C 2.57 -3.95 -0.96
22 O 2.02 -5.08 -0.26
23 C 1.82 -4.86 1.15
24 H -2.15 -3.63 -5.08
25 H -2.26 -5.29 -5.64
26 H -1.07 -4.14 -6.40
27 H 0.30 -5.72 -5.99
28 H 0.14 -6.69 -4.65
29 H 2.02 -4.38 -5.07
30 H 2.55 -6.04 -4.82
31 H 3.31 -3.70 -3.06
32 H 3.74 -5.37 -2.16
33 H 2.04 -3.00 -0.99
34 H 3.37 -3.74 -0.26
35 H 2.77 -4.86 1.68
36 H 1.04 -5.52 1.54
37 H 1.35 -3.89 1.33
38 C 3.53 3.50 6.66
39 O 2.96 3.81 5.41
40 C 3.62 3.20 4.25
41 C 3.08 3.95 3.01
42 N 1.62 4.22 3.11
43 H 1.20 3.31 3.04
44 H 1.44 4.79 3.93
45 C 1.00 5.09 1.98
46 C -0.52 5.39 2.12
47 O -1.18 4.17 2.41
48 C -2.54 4.34 2.76
49 H 3.34 2.46 6.93
50 H 3.14 4.02 7.53
51 H 4.61 3.65 6.69
52 H 3.51 2.11 4.25
53 H 4.70 3.34 4.26
54 H 3.19 3.40 2.07
55 H 3.31 4.97 2.71
56 H 1.19 4.58 1.04
57 H 1.60 6.01 1.97
58 H -1.00 5.73 1.20
59 H -0.78 6.17 2.83
60 H -3.14 4.64 1.90
61 H -2.73 4.99 3.62
62 H -2.87 3.35 3.08
63 C -3.37 4.13 6.89
64 O -2.67 3.31 5.97
65 C -1.19 3.64 5.91
66 C -0.37 2.53 5.23
67 N -0.48 1.35 6.17
68 H -0.44 1.65 7.13
69 H -1.40 0.96 6.07
70 C 0.43 0.14 5.82
71 C -0.07 -1.08 6.60
72 O -1.30 -1.54 6.11
73 C -1.90 -2.68 6.70
74 H -4.45 4.03 6.78
75 H -3.03 5.16 6.84
76 H -3.04 3.74 7.86
77 H -0.81 3.95 6.88
78 H -1.18 4.58 5.36
79 H 0.70 2.77 5.20
80 H -0.80 2.21 4.28
81 H 1.49 0.34 6.00
82 H 0.38 -0.07 4.75
83 H 0.01 -0.87 7.66
84 H 0.67 -1.83 6.31
85 H -2.77 -3.00 6.12
86 H -2.16 -2.57 7.75
87 H -1.18 -3.50 6.68
88 C -2.35 3.65 -1.20
89 O -1.99 3.22 -2.52
90 C -1.54 4.23 -3.42
91 C -0.14 4.72 -3.18
92 N 0.85 3.59 -2.73
93 H 1.66 4.07 -2.35
94 H 0.47 3.18 -1.89
95 C 1.14 2.43 -3.73
96 C 2.04 2.92 -4.79
97 O 3.41 3.13 -4.43
98 C 4.06 3.96 -5.35
99 H -3.13 4.41 -1.14
100 H -1.47 4.04 -0.67
101 H -2.59 2.83 -0.53
102 H -2.29 5.02 -3.47
103 H -1.62 3.77 -4.41
104 H -0.06 5.64 -2.59
105 H 0.23 5.08 -4.14
106 H 0.22 1.98 -4.12
107 H 1.60 1.63 -3.15
108 H 1.53 3.81 -5.15
109 H 1.98 2.24 -5.65
110 H 4.42 3.26 -6.11
111 H 5.01 4.27 -4.90
112 H 3.51 4.80 -5.75
113 C -1.72 2.45 -7.30
114 O -1.89 1.64 -6.11
115 C -2.46 0.38 -6.28
116 C -2.32 -0.44 -5.03
117 N -2.79 0.39 -3.79
118 H -2.48 -0.02 -2.92
119 H -2.55 1.37 -3.80
120 C -4.29 0.22 -3.59
121 C -4.90 1.00 -2.34
122 O -4.09 0.74 -1.13
123 C -4.69 1.06 0.06
124 H -1.06 3.33 -7.25
125 H -2.73 2.61 -7.68
126 H -1.20 1.89 -8.08
127 H -2.03 -0.08 -7.18
128 H -3.50 0.56 -6.55
129 H -1.27 -0.50 -4.74
130 H -2.86 -1.37 -5.14
131 H -4.39 -0.87 -3.54
132 H -4.90 0.44 -4.46
133 H -5.92 0.66 -2.19
134 H -5.01 2.06 -2.57
135 H -5.10 2.06 0.22
136 H -3.88 1.06 0.78
137 H -5.52 0.42 0.37
138 C 5.44 -3.25 1.52
139 O 4.57 -2.21 1.13
140 C 4.46 -1.31 2.18
141 C 3.77 -0.07 1.69
142 N 4.53 0.33 0.34
143 H 5.47 0.62 0.56
144 H 4.74 -0.48 -0.23
145 C 3.81 1.42 -0.47
146 C 4.88 2.09 -1.42
147 O 5.58 1.08 -2.25
148 C 4.74 0.09 -2.90
149 H 5.17 -3.65 2.50
150 H 6.49 -3.00 1.38
151 H 5.31 -4.09 0.84
152 H 5.40 -1.04 2.66
153 H 3.90 -1.64 3.06
154 H 3.73 0.84 2.29
155 H 2.80 -0.43 1.35
156 H 3.47 2.24 0.17
157 H 2.99 1.02 -1.07
158 H 5.49 2.81 -0.87
159 H 4.35 2.71 -2.14
160 H 4.15 -0.58 -2.28
161 H 5.39 -0.61 -3.44
162 H 3.99 0.63 -3.47
163 C -4.94 -4.07 3.21
164 O -4.80 -4.35 1.87
165 C -4.69 -3.16 1.12
166 C -4.30 -3.47 -0.35
167 N -2.87 -4.01 -0.38
168 H -2.24 -3.26 -0.15
169 H -2.93 -4.75 0.30
170 C -2.46 -4.63 -1.76
171 C -1.40 -5.77 -1.58
172 O -1.84 -6.73 -0.69
173 C -1.21 -8.00 -0.71
174 H -5.05 -5.01 3.74
175 H -5.81 -3.44 3.43
176 H -4.02 -3.61 3.57
177 H -4.00 -2.43 1.55
178 H -5.60 -2.57 1.08
179 H -4.40 -2.52 -0.88
180 H -4.97 -4.20 -0.79
181 H -2.22 -3.90 -2.53
182 H -3.41 -5.07 -2.05
183 H -0.49 -5.43 -1.10
184 H -0.98 -6.17 -2.50
185 H -1.73 -8.52 0.10
186 H -0.17 -7.96 -0.40
187 H -1.37 -8.56 -1.63

Mulliken population analysis, charges in e, atoms 1 to 8: C -1.295; C 0.466; C 0.002; O -1.159; C -0.250; C 0.508; C 0.496; O -0.215


Entry 4:
ORCA calculation (the ωB97M-V functional and the def2-TZVPD basis) on C14H40CuN7O3P2 as an isolated structure.

E: -3489.3944 Eh
largest force on an atom: 0.2 eV/A
frontier orbital gap: 0.3251 Eh
HOMO level: -14.0 eV
net charge: +2

Atoms and positions in Å:
1 Cu -0.20 1.38 -0.23
2 N 2.51 2.29 0.77
3 C 2.14 3.60 1.44
4 C 1.23 3.37 2.64
5 C -0.25 3.13 2.35
6 N -0.48 1.75 1.87
7 C -0.78 4.16 1.35
8 C 0.06 4.39 0.09
9 N -0.16 3.32 -0.92
10 C 1.54 4.57 0.42
11 H 2.72 1.55 1.44
12 H 3.32 2.39 0.16
13 H 1.73 1.92 0.20
14 H 3.09 4.00 1.79
15 H 1.30 4.28 3.24
16 H 1.63 2.58 3.28
17 H -0.78 3.29 3.29
18 H -1.48 1.55 1.91
19 H -0.05 1.08 2.50
20 H -0.86 5.11 1.87
21 H -1.81 3.90 1.07
22 H -0.27 5.34 -0.34
23 H 0.42 3.51 -1.73
24 H -1.12 3.41 -1.27
25 H 1.66 5.56 0.87
26 H 2.14 4.59 -0.49
27 C 1.91 -3.90 0.04
28 N 2.22 -2.56 -0.47
29 C 3.58 -2.41 -0.97
30 P 1.15 -1.41 -0.89
31 O 1.40 -0.05 -0.31
32 O -0.22 -2.03 -0.31
33 P -1.67 -1.34 -0.13
34 O -1.67 0.02 -0.73
35 N -2.79 -2.27 -0.84
36 C -3.29 -1.99 -2.19
37 C -3.15 -3.58 -0.32
38 N -1.87 -1.41 1.49
39 C -1.04 -2.18 2.42
40 C -3.21 -1.12 2.00
41 N 1.09 -1.33 -2.52
42 C 0.98 -2.56 -3.30
43 C 0.65 -0.14 -3.24
44 H 2.58 -4.13 0.87
45 H 2.06 -4.65 -0.74
46 H 0.89 -3.96 0.39
47 H 4.29 -2.69 -0.19
48 H 3.78 -1.38 -1.26
49 H 3.75 -3.05 -1.84
50 H -2.99 -1.00 -2.51
51 H -4.38 -2.04 -2.19
52 H -2.92 -2.74 -2.90
53 H -2.72 -3.74 0.66
54 H -2.78 -4.37 -0.99
55 H -4.23 -3.67 -0.25
56 H -0.02 -2.28 2.05
57 H -1.45 -3.18 2.60
58 H -1.01 -1.66 3.38
59 H -3.75 -0.49 1.29
60 H -3.13 -0.58 2.95
61 H -3.78 -2.03 2.17
62 H 1.31 -3.41 -2.72
63 H 1.60 -2.48 -4.19
64 H -0.06 -2.73 -3.62
65 H 0.80 0.75 -2.62
66 H -0.41 -0.20 -3.51
67 H 1.23 -0.03 -4.15

Mulliken population analysis, charges in e, atoms 1 to 8: Cu 0.272; N 0.179; C 0.315; C -1.545; C 0.495; N -0.496; C -1.658; C 0.462


Entry 5:
ORCA calculation (the ωB97M-V functional and the def2-TZVPD basis) on a 2-piece molecular cluster, C4H12N2O2 overall in a non-equilibrium geometry.

E: -419.5700 Eh
largest force on an atom: 4.8 eV/A
frontier orbital gap: 0.3704 Eh
SMILES: C[C@H](N)CC(N)=O.O
HOMO level: -9.2 eV
net charge: 0

Atoms and positions in Å:
1 C 1.70 -0.78 -0.38
2 C 1.09 0.67 -0.31
3 N 2.10 1.61 0.23
4 C -0.28 0.62 0.51
5 C -1.35 0.27 -0.51
6 N -2.32 1.18 -0.53
7 O -1.43 -0.69 -1.24
8 H 1.74 -1.24 0.59
9 H 2.73 -0.81 -0.88
10 H 1.13 -1.33 -1.32
11 H 0.69 0.94 -1.37
12 H 3.06 1.38 -0.24
13 H 2.27 1.49 1.27
14 H -0.32 -0.13 1.34
15 H -0.21 1.63 1.08
16 H -3.13 1.14 -1.16
17 H -2.29 2.08 -0.09
18 O -1.42 -2.71 1.21
19 H -1.42 -2.31 0.33
20 H -2.33 -3.02 1.47

Mulliken population analysis, charges in e, atoms 1 to 8: C -1.171; C 0.345; N -0.740; C -0.465; C 0.288; N -0.389; O -0.641; H 0.319


Entry 6:
ORCA calculation (the ωB97M-V functional and the def2-TZVPD basis) on the molecule C5H9NO in a non-equilibrium geometry.

E: -325.8391 Eh
largest force on an atom: 5.9 eV/A
frontier orbital gap: 0.3870 Eh
SMILES: C=CCCNC=O
HOMO level: -9.7 eV
net charge: 0

Atoms and positions in Å:
1 C -1.46 -0.73 -2.79
2 C -1.86 0.23 -1.88
3 C -1.22 0.46 -0.59
4 C 0.31 -0.04 -0.40
5 N 0.82 0.34 0.97
6 C 1.79 -0.14 1.78
7 O 1.71 -0.05 2.99
8 H -0.47 -1.12 -2.68
9 H -2.05 -1.01 -3.64
10 H -2.91 0.47 -2.00
11 H -1.14 1.57 -0.46
12 H -1.80 0.01 0.21
13 H 0.94 0.64 -1.17
14 H 0.30 -1.13 -0.48
15 H -0.10 0.56 1.61
16 H 2.47 -0.72 1.15

Mulliken population analysis, charges in e, atoms 1 to 8: C -0.740; C -0.257; C -0.377; C -0.607; N -0.192; C 0.099; O -0.576; H 0.230